(1)
One molecule with the formula C24H27FN6O2S at a distorted geometry. Source: the Open Molecules 2025 dataset; level of theory: the ωB97M-V functional and the def2-TZVPD basis.

Its net charge is 0. Its SMILES is CCn1c(CC(=O)Nc2ccccc2F)nnc1SCC(=O)N1CCN(c2ccccc2)CC1. The value obtained for the relative energy (zero: lowest compared OMol25 entry of this formula, charge and spin) is 0.0 kcal/mol. As for the energy: -51915.778 eV. The HOMO energy is -7.43 eV.

Each line ends with the natural charge from an NBO analysis.
Atoms and positions in Å:
1 C 4.127 3.941 0.401  -0.610
2 C 3.597 2.638 -0.189  -0.224
3 N 2.429 2.191 0.525  -0.361
4 C 2.357 1.409 1.637  0.359
5 C 3.509 0.698 2.236  -0.547
6 C 3.908 -0.418 1.257  0.699
7 O 4.981 -0.424 0.695  -0.610
8 N 2.922 -1.330 1.105  -0.596
9 C 2.866 -2.397 0.210  0.075
10 C 3.866 -2.703 -0.707  -0.215
11 C 3.719 -3.778 -1.566  -0.209
12 C 2.582 -4.566 -1.532  -0.213
13 C 1.577 -4.282 -0.622  -0.292
14 C 1.735 -3.213 0.231  0.427
15 F 0.757 -2.940 1.135  -0.344
16 N 1.112 1.270 2.012  -0.308
17 N 0.341 1.960 1.162  -0.300
18 C 1.124 2.499 0.273  0.156
19 S 0.588 3.348 -1.161  0.247
20 C 0.582 1.874 -2.265  -0.602
21 C 0.243 0.615 -1.482  0.678
22 O 1.144 -0.150 -1.165  -0.657
23 N -1.045 0.388 -1.189  -0.428
24 C -2.152 1.306 -1.346  -0.232
25 C -2.719 1.637 0.049  -0.245
26 N -3.132 0.445 0.747  -0.452
27 C -4.400 -0.089 0.563  0.267
28 C -5.332 0.465 -0.322  -0.319
29 C -6.610 -0.052 -0.429  -0.173
30 C -7.003 -1.137 0.332  -0.266
31 C -6.095 -1.691 1.219  -0.184
32 C -4.821 -1.177 1.338  -0.289
33 C -1.989 -0.425 0.923  -0.221
34 C -1.409 -0.804 -0.448  -0.249
35 H 4.400 3.811 1.446  0.208
36 H 3.371 4.722 0.334  0.215
37 H 5.007 4.258 -0.151  0.221
38 H 4.353 1.852 -0.144  0.239
39 H 3.315 2.795 -1.233  0.221
40 H 4.364 1.358 2.379  0.247
41 H 3.203 0.276 3.193  0.261
42 H 2.058 -1.160 1.607  0.426
43 H 4.752 -2.091 -0.740  0.254
44 H 4.505 -3.998 -2.273  0.215
45 H 2.473 -5.400 -2.208  0.216
46 H 0.678 -4.877 -0.566  0.229
47 H 1.585 1.752 -2.676  0.243
48 H -0.118 2.085 -3.070  0.239
49 H -1.843 2.225 -1.838  0.216
50 H -2.921 0.813 -1.954  0.198
51 H -3.545 2.342 -0.031  0.209
52 H -1.919 2.098 0.638  0.249
53 H -5.072 1.307 -0.945  0.206
54 H -7.303 0.399 -1.125  0.208
55 H -7.999 -1.541 0.240  0.211
56 H -6.385 -2.531 1.834  0.210
57 H -4.151 -1.614 2.062  0.210
58 H -2.257 -1.334 1.456  0.211
59 H -1.233 0.115 1.499  0.230
60 H -0.516 -1.417 -0.337  0.250
61 H -2.162 -1.354 -1.024  0.195

(2)
C24H27N13NiOS as an isolated structure. Source: the Open Molecules 2025 dataset; level of theory: the ωB97M-V functional and the def2-TZVPD basis.

Its net charge is 0. The value obtained for the relative energy (zero: lowest compared OMol25 entry of this formula, charge and spin) is 0.0 kcal/mol. As for the energy: -98614.990 eV. The HOMO energy (alpha / beta) is -6.94 / -6.94 eV.

Each line ends with the natural charge from an NBO analysis.
Atoms and positions in Å:
1 Ni 0.251 1.182 1.263  0.934
2 S 1.133 3.115 0.867  -0.294
3 C -0.239 3.681 -0.093  0.104
4 N -0.262 4.796 -0.759  -0.168
5 N 0.817 5.551 -0.733  -0.388
6 C 0.931 6.681 -1.548  0.229
7 C -0.084 7.051 -2.425  -0.274
8 C 0.079 8.178 -3.211  -0.183
9 C 1.239 8.937 -3.140  -0.239
10 C 2.247 8.558 -2.264  -0.188
11 C 2.098 7.437 -1.467  -0.275
12 N -1.383 2.945 -0.155  -0.159
13 N -1.284 1.805 0.395  -0.224
14 C -2.357 0.933 0.303  -0.060
15 C -2.151 -0.260 0.939  0.593
16 C -4.275 -1.448 0.818  0.044
17 C -5.094 -0.531 0.311  -0.278
18 C -4.745 0.696 -0.397  -0.196
19 C -3.565 1.318 -0.426  -0.205
20 H 1.633 5.240 -0.212  0.387
21 H -0.979 6.449 -2.480  0.239
22 H -0.711 8.464 -3.894  0.216
23 H 1.359 9.812 -3.762  0.215
24 H 3.157 9.140 -2.199  0.215
25 H 2.883 7.142 -0.782  0.210
26 H -0.804 -1.235 1.969  0.555
27 H -4.680 -2.341 1.274  0.229
28 H -6.149 -0.752 0.407  0.228
29 H -5.556 1.164 -0.941  0.218
30 H -3.474 2.243 -0.975  0.245
31 C 4.670 -0.623 0.209  -0.395
32 N 4.191 -0.155 1.509  -0.446
33 C 5.105 -0.200 2.643  -0.391
34 C 2.940 0.132 1.688  0.654
35 N 1.833 0.398 1.901  -0.561
36 H 5.528 -0.017 -0.084  0.200
37 H 3.878 -0.532 -0.527  0.250
38 H 4.955 -1.673 0.278  0.218
39 H 5.971 0.430 2.439  0.208
40 H 5.434 -1.227 2.809  0.213
41 H 4.602 0.162 3.535  0.225
42 C -0.821 -6.863 1.064  -0.611
43 C -0.538 -6.177 -0.270  -0.216
44 C -1.834 -5.817 -0.995  -0.613
45 C 0.382 -4.967 -0.111  -0.232
46 N 0.799 -3.258 1.638  -0.073
47 C -0.332 -2.133 -0.678  -0.185
48 N 0.946 -2.128 -0.996  -0.207
49 N 1.962 -2.535 -0.259  -0.227
50 N 1.789 -2.782 1.051  -0.055
51 H -1.285 -7.837 0.904  0.205
52 H -1.490 -6.260 1.677  0.228
53 H 0.101 -7.015 1.628  0.203
54 H 0.023 -6.876 -0.901  0.198
55 H -2.518 -5.288 -0.329  0.209
56 H -2.346 -6.715 -1.343  0.213
57 H -1.642 -5.184 -1.864  0.204
58 H 0.579 -4.531 -1.092  0.197
59 H 1.335 -5.297 0.305  0.214
60 H -0.965 -1.557 -1.348  0.207
61 O -1.030 -0.315 1.721  -0.708
62 N -2.858 -1.431 0.818  -0.447
63 C -2.157 -2.673 0.941  -0.161
64 C -2.771 -3.664 1.759  0.271
65 N -3.340 -4.419 2.419  -0.341
66 C -0.949 -2.919 0.340  0.200
67 N -0.185 -4.004 0.841  -0.377

(3)
One molecule with the formula C24H27N3O2S at a distorted geometry. Source: the Open Molecules 2025 dataset; level of theory: the ωB97M-V functional and the def2-TZVPD basis.

Its net charge is 0. Its SMILES is O=C(Cn1c(C(=O)N2CCN(C3CCCC3)CC2)cc2sccc21)c1ccccc1. The value obtained for the relative energy (zero: lowest compared OMol25 entry of this formula, charge and spin) is 37.8 kcal/mol. As for the energy: -44726.973 eV. The HOMO energy is -7.79 eV.

Each line ends with the natural charge from an NBO analysis.
Atoms and positions in Å:
1 O -0.102 2.989 2.602  -0.522
2 C -0.028 1.827 2.919  0.554
3 C 0.350 0.741 1.913  -0.343
4 N 0.655 1.307 0.631  -0.300
5 C -0.027 1.102 -0.552  0.032
6 C -1.162 0.171 -0.636  0.658
7 O -1.901 -0.035 0.325  -0.655
8 N -1.401 -0.414 -1.838  -0.428
9 C -0.437 -0.659 -2.883  -0.212
10 C -0.156 -2.165 -2.981  -0.236
11 N -1.393 -2.864 -3.255  -0.451
12 C -1.288 -4.232 -3.727  -0.029
13 C -0.608 -4.313 -5.113  -0.416
14 C 0.676 -5.115 -4.906  -0.402
15 C 0.302 -6.085 -3.788  -0.398
16 C -0.499 -5.213 -2.824  -0.436
17 C -2.301 -2.678 -2.141  -0.224
18 C -2.613 -1.188 -2.012  -0.229
19 C 0.481 1.952 -1.526  -0.256
20 C 1.507 2.676 -0.915  -0.266
21 S 2.689 3.888 -1.271  0.405
22 C 3.279 3.795 0.361  -0.377
23 C 2.625 2.901 1.145  -0.259
24 C 1.600 2.257 0.417  0.115
25 C -0.275 1.368 4.308  -0.100
26 C -0.437 0.029 4.661  -0.205
27 C -0.669 -0.315 5.980  -0.206
28 C -0.738 0.663 6.960  -0.188
29 C -0.582 1.997 6.617  -0.218
30 C -0.356 2.345 5.300  -0.167
31 H -0.516 0.081 1.792  0.291
32 H 1.206 0.174 2.298  0.217
33 H 0.493 -0.135 -2.670  0.229
34 H -0.848 -0.307 -3.835  0.195
35 H 0.554 -2.342 -3.788  0.209
36 H 0.306 -2.483 -2.029  0.165
37 H -2.321 -4.581 -3.819  0.198
38 H -1.262 -4.843 -5.805  0.209
39 H -0.429 -3.321 -5.522  0.216
40 H 1.487 -4.465 -4.572  0.193
41 H 0.997 -5.625 -5.813  0.211
42 H 1.171 -6.540 -3.315  0.210
43 H -0.330 -6.880 -4.186  0.195
44 H -1.159 -5.798 -2.185  0.213
45 H 0.186 -4.657 -2.183  0.200
46 H -3.227 -3.222 -2.337  0.206
47 H -1.875 -3.044 -1.191  0.169
48 H -3.258 -1.004 -1.151  0.246
49 H -3.106 -0.846 -2.927  0.196
50 H 0.119 2.067 -2.527  0.230
51 H 4.095 4.433 0.639  0.232
52 H 2.857 2.727 2.180  0.228
53 H -0.403 -0.747 3.913  0.217
54 H -0.800 -1.354 6.247  0.215
55 H -0.917 0.385 7.988  0.215
56 H -0.640 2.762 7.377  0.217
57 H -0.236 3.379 5.011  0.234